# 1
The following is a quantum chemistry calculation of 20 unconnected molecules or ions with the total composition H39O20 at a distorted geometry, from the OMol25 dataset.

- E_tot (eV) = -41580.7762
- total charge = -1
- energy above the lowest of the compared OMol25 structures with the same formula, charge and spin (kcal per mole) = 185.09
- LUMO (eV) = 1.847
- gap between HOMO and LUMO (eV) = 8.9
- M (g mol⁻¹) = 359.29

Each line ends with the Löwdin charge.
Positions of all 59 atoms, in Å:
O: 2.874 1.094 -4.685  -0.041
H: 3.287 0.067 4.042  0.039
H: -0.865 -1.616 5.336  0.024
H: -2.475 1.806 -0.778  -0.026
H: -0.152 -1.372 -1.056  0.097
O: 1.021 -0.380 -2.896  0.072
H: -5.508 0.324 2.250  0.083
H: 4.907 -2.407 0.393  0.021
O: -1.926 4.109 0.027  -0.050
H: 3.011 2.038 -4.613  0.036
H: 0.322 -3.263 -3.720  0.088
O: -3.447 4.217 -2.156  -0.080
H: 2.223 0.109 0.306  -0.023
O: -1.618 -5.003 -2.629  -0.026
O: -0.698 -0.729 5.078  -0.008
H: -1.198 3.667 -0.335  0.032
H: 3.436 0.481 -0.656  -0.017
H: -0.372 -3.972 -0.105  0.044
H: -1.452 -0.241 -2.728  0.049
H: 0.468 -1.269 0.348  -0.091
H: -2.454 -1.392 -3.152  0.001
O: 3.148 3.668 2.831  0.026
H: 3.402 3.607 1.991  -0.038
H: -1.572 -4.376 -1.938  -0.026
O: 2.893 0.419 4.842  -0.036
H: -0.920 -0.592 4.194  -0.033
O: 2.457 -2.900 -0.370  -0.207
H: -2.903 3.520 -1.633  0.027
O: 2.148 -0.374 -0.501  -0.310
O: 5.185 -2.883 1.206  -0.121
O: -2.212 4.433 2.693  -0.180
H: 2.587 3.190 3.375  0.000
H: -1.103 -0.792 1.859  0.034
O: 4.180 1.139 -0.948  -0.126
H: 1.708 0.054 -2.625  -0.055
O: -3.222 1.712 -1.285  -0.038
H: -1.230 4.619 2.472  0.051
H: 0.930 -2.919 -2.277  0.026
H: -2.868 1.198 -2.090  0.075
H: 3.216 -2.928 -0.925  -0.030
O: -1.178 -4.435 0.215  -0.027
O: -2.049 -0.602 2.134  -0.118
H: 1.046 -1.055 -3.386  -0.093
H: -2.392 3.845 1.816  0.071
H: -1.227 -3.773 0.832  -0.026
H: -4.479 1.051 2.887  -0.039
H: 2.255 -1.761 -0.312  0.023
H: 1.996 0.314 5.051  -0.012
H: -4.187 3.754 -2.307  -0.056
H: -1.727 5.058 -0.187  0.114
O: -5.361 1.210 2.727  -0.053
O: -0.324 -1.338 -0.007  -0.052
H: 4.314 -3.166 1.650  0.068
H: 2.019 0.810 -4.408  -0.013
H: -2.534 -0.380 1.270  0.070
H: -2.317 -4.730 -3.185  0.008
O: 0.329 -2.639 -2.959  -0.056
H: 4.237 1.175 -1.868  -0.046
O: -2.380 -0.557 -2.788  -0.025

---

# 2
The following is a quantum chemistry calculation of 2 unconnected molecules or ions with the total composition H3IN2 at a distorted geometry, from the OMol25 dataset.

- E_tot (eV) = -11125.9522
- total charge = 0
- energy above the lowest of the compared OMol25 structures with the same formula, charge and spin (kcal per mole) = 40.10
- LUMO (alpha / beta) (eV) = -1.196 / -1.320
- gap between HOMO and LUMO (alpha / beta) (eV) = 7.9 / 7.7
- M (g mol⁻¹) = 157.94

Each line ends with the Löwdin charge.
Positions of all 6 atoms, in Å:
N: 0.664 -0.276 0.569  -0.153
H: -1.155 -1.056 -0.144  0.161
H: 1.584 0.136 0.269  0.115
I: -1.421 1.364 -1.407  0.137
N: 0.046 -0.493 -0.575  -0.343
H: 0.283 0.325 1.288  0.084

---

# 3
The following is a quantum chemistry calculation of 2 unconnected molecules or ions with the total composition H3IO3P at a distorted geometry, from the OMol25 dataset.

- E_tot (eV) = -23573.6063
- total charge = +1
- energy above the lowest of the compared OMol25 structures with the same formula, charge and spin (kcal per mole) = 47.66
- LUMO (eV) = -6.684
- gap between HOMO and LUMO (eV) = 9.2
- M (g mol⁻¹) = 208.90

Each line ends with the Löwdin charge.
Positions of all 8 atoms, in Å:
P: 1.491 0.729 1.205  0.368
I: 2.346 2.524 -0.140  0.785
O: 2.037 0.338 2.459  -0.227
H: -1.766 -0.948 -2.081  0.075
O: -1.636 -1.118 -1.143  -0.018
H: -2.514 -1.145 -0.759  0.073
O: 0.341 -0.093 0.606  -0.159
H: -0.298 -0.288 -0.148  0.104

---

# 4
The following is a quantum chemistry calculation of a molecular structure, H3InO3 at a distorted geometry, from the OMol25 dataset.

- E_tot (eV) = -11357.3333
- total charge = 0
- energy above the lowest of the compared OMol25 structures with the same formula, charge and spin (kcal per mole) = 129.36
- LUMO (eV) = -4.775
- gap between HOMO and LUMO (eV) = 5.3
- M (g mol⁻¹) = 165.84

Each line ends with the Löwdin charge.
Positions of all 7 atoms, in Å:
In: 0.133 0.244 -0.386  1.343
O: 1.826 1.879 1.159  -0.365
H: -2.082 -0.429 2.063  -0.069
H: 2.565 1.280 1.352  -0.076
O: 0.115 -1.138 -2.759  -0.401
H: -0.349 -1.988 -2.726  -0.063
O: -2.208 0.153 1.298  -0.369

---

# 5
The following is a quantum chemistry calculation of 2 unconnected molecules or ions with the total composition H3N2O2P at a distorted geometry, from the OMol25 dataset.

- E_tot (eV) = -16409.9323
- total charge = 0
- energy above the lowest of the compared OMol25 structures with the same formula, charge and spin (kcal per mole) = 67.86
- LUMO (alpha / beta) (eV) = -2.268 / -1.454
- gap between HOMO and LUMO (alpha / beta) (eV) = 6.5 / 7.7
- M (g mol⁻¹) = 94.01

Each line ends with the Löwdin charge.
Positions of all 8 atoms, in Å:
H: -0.370 -0.101 1.593  0.116
P: -0.594 -0.953 -0.993  0.558
N: -0.142 0.637 0.922  -0.076
O: -0.951 -2.184 -1.720  -0.453
N: 1.007 0.981 0.490  0.096
O: 0.214 0.047 -1.707  -0.451
H: 1.754 0.379 0.848  0.097
H: -0.917 1.193 0.568  0.114

---

# 6
The following is a quantum chemistry calculation of 2 unconnected molecules or ions with the total composition H3N2O2P at a distorted geometry, from the OMol25 dataset.

- E_tot (eV) = -16409.7358
- total charge = 0
- energy above the lowest of the compared OMol25 structures with the same formula, charge and spin (kcal per mole) = 72.39
- LUMO (alpha / beta) (eV) = -1.761 / -1.764
- gap between HOMO and LUMO (alpha / beta) (eV) = 7.3 / 7.3
- M (g mol⁻¹) = 94.01

Each line ends with the Löwdin charge.
Positions of all 8 atoms, in Å:
H: 0.138 -0.313 -1.012  0.066
O: 4.586 0.139 0.296  -0.467
N: 0.505 -0.140 0.827  -0.079
H: 0.769 -0.666 1.742  0.150
N: 0.499 -0.813 -0.258  0.084
O: 2.489 -0.231 -0.998  -0.445
H: 0.787 0.966 0.820  0.153
P: 3.111 0.126 0.271  0.538

---

# 7
The following is a quantum chemistry calculation of 2 unconnected molecules or ions with the total composition H3N2O2P at a distorted geometry, from the OMol25 dataset.

- E_tot (eV) = -16408.0545
- total charge = 0
- energy above the lowest of the compared OMol25 structures with the same formula, charge and spin (kcal per mole) = 111.16
- LUMO (eV) = -0.280
- gap between HOMO and LUMO (eV) = 8.8
- M (g mol⁻¹) = 94.01

Each line ends with the Löwdin charge.
Positions of all 8 atoms, in Å:
H: -1.960 -0.412 1.055  0.050
N: -1.234 -0.010 0.499  -0.245
H: -0.363 -1.165 -1.891  -0.001
H: -0.887 0.882 0.738  0.015
P: -0.049 -0.904 -0.048  0.831
O: 2.265 -0.165 -0.348  0.005
O: 1.007 1.443 0.198  0.005
N: 1.221 0.332 -0.203  -0.661

---

# 8
The following is a quantum chemistry calculation of H3N2O2P3S in the gas phase at a distorted geometry, from the OMol25 dataset.

- E_tot (eV) = -45822.8333
- total charge = 0
- energy above the lowest of the compared OMol25 structures with the same formula, charge and spin (kcal per mole) = 45.29
- LUMO (eV) = -1.339
- SMILES = [H]/P=N/PNP1#S(=O)O1
- gap between HOMO and LUMO (eV) = 7.3
- M (g mol⁻¹) = 188.03

Each line ends with the Löwdin charge.
Positions of all 11 atoms, in Å:
P: 2.334 0.427 1.913  0.750
P: 0.433 -0.534 -1.274  0.725
S: -0.674 1.309 -1.782  0.727
H: 3.026 0.091 0.680  -0.141
N: 1.019 0.114 1.175  -0.877
O: -0.629 -0.183 -2.541  -0.723
H: -1.388 0.765 1.318  -0.063
O: -1.847 1.492 -0.961  -0.564
P: -0.503 -0.380 1.603  0.683
H: -0.899 -2.061 -0.030  -0.014
N: -0.874 -1.039 -0.100  -0.505

---

# 9
The following is a quantum chemistry calculation of H3N2P in the gas phase at a distorted geometry, from the OMol25 dataset.

- E_tot (eV) = -12312.3765
- total charge = 0
- energy above the lowest of the compared OMol25 structures with the same formula, charge and spin (kcal per mole) = 13.20
- expectation value of S² = 2.010
- LUMO (alpha / beta) (eV) = 0.875 / -2.222
- gap between HOMO and LUMO (alpha / beta) (eV) = 7.3 / 7.6
- multiplicity = 3
- M (g mol⁻¹) = 62.01

Each line ends with the Löwdin charge.
Positions of all 6 atoms, in Å:
H: -1.663 0.268 0.226  -0.047
P: -0.814 -0.573 1.091  0.539
H: 0.159 0.316 -0.860  0.059
H: 1.414 -0.586 -0.150  0.021
N: -0.869 -1.639 2.177  -0.301
N: 0.474 -0.265 -0.004  -0.270

---

# 10
The following is a quantum chemistry calculation of H3N3O2 in the gas phase at a distorted geometry, from the OMol25 dataset.

- E_tot (eV) = -8605.3034
- total charge = 0
- energy above the lowest of the compared OMol25 structures with the same formula, charge and spin (kcal per mole) = 61.20
- expectation value of S² = 2.009
- LUMO (alpha / beta) (eV) = 0.496 / -3.568
- gap between HOMO and LUMO (alpha / beta) (eV) = 6.8 / 5.9
- multiplicity = 3
- M (g mol⁻¹) = 77.04

Each line ends with the Löwdin charge.
Positions of all 8 atoms, in Å:
O: 0.775 -1.193 -1.922  -0.122
N: -0.167 -1.612 -1.141  -0.515
O: -0.821 -2.622 -1.181  0.035
H: -1.010 -1.031 0.665  0.138
N: 0.366 0.329 0.298  0.127
H: 0.892 0.802 -0.528  0.163
H: 0.951 -0.149 0.935  0.098
N: -0.485 -0.686 -0.097  0.076

---

# 11
The following is a quantum chemistry calculation of 2 unconnected molecules or ions with the total composition H3N3O2P at a distorted geometry, from the OMol25 dataset.

- E_tot (eV) = -17899.2431
- total charge = -1
- energy above the lowest of the compared OMol25 structures with the same formula, charge and spin (kcal per mole) = 159.05
- LUMO (alpha / beta) (eV) = 3.399 / 3.406
- gap between HOMO and LUMO (alpha / beta) (eV) = 6.7 / 6.7
- M (g mol⁻¹) = 108.02

Each line ends with the Löwdin charge.
Positions of all 9 atoms, in Å:
P: 0.025 0.870 0.221  0.454
H: -0.939 -2.204 1.417  -0.014
N: 1.208 0.261 -0.757  -0.117
N: -0.446 -1.551 0.877  -0.025
H: 1.711 0.632 -1.547  0.046
H: 0.808 -0.593 -1.120  0.013
O: 0.230 2.135 0.936  -0.402
N: -0.638 -0.268 1.156  -0.203
O: -1.959 0.717 -1.184  -0.752

---

# 12
The following is a quantum chemistry calculation of H3N3O3S in the gas phase at a distorted geometry, from the OMol25 dataset.

- E_tot (eV) = -21491.4930
- total charge = 0
- energy above the lowest of the compared OMol25 structures with the same formula, charge and spin (kcal per mole) = 42.02
- LUMO (eV) = -0.379
- SMILES = N=[S@](N)(=O)ON=O
- gap between HOMO and LUMO (eV) = 10.7
- M (g mol⁻¹) = 125.11

Each line ends with the Löwdin charge.
Positions of all 10 atoms, in Å:
O: 2.756 -1.046 0.346  0.066
O: -0.462 2.067 0.575  -0.257
S: -0.491 0.805 -0.053  0.640
H: -0.386 -0.094 -1.865  0.023
O: 1.058 0.201 0.369  -0.277
N: -1.367 -0.392 0.820  -0.007
H: -1.635 -1.094 0.214  0.036
N: 1.968 -0.535 -0.366  -0.070
H: -0.825 -0.751 1.492  0.007
N: -0.615 0.838 -1.533  -0.163